# 1
83
Properties=species:S:1:pos:R:3:mulliken_charge:R:1 method="wB97M-V/def2-TZVPD" max_force_ev_per_a=0.28 charge=+3 spin_multiplicity=1 relative_energy_kj_mol=28.6 total_energy_ha=-2106.37957 homo_energy_ev=-16.73 orbital_gap_ev=7.8
Bi 0.41286 0.54930 0.03915 2.4463
C 3.87952 1.92223 3.04666 -1.9170
C 2.94618 1.18402 2.14485 0.6317
N 2.60296 1.53267 0.96866 0.0653
N 3.15006 2.56910 0.27774 -0.4846
C 3.18928 2.39722 -1.07244 0.1602
N 3.90996 3.24578 -1.77579 -0.2430
S 2.33969 1.13095 -1.85064 -0.3539
C 2.46078 -0.18821 2.48274 0.6441
C 2.88444 -0.82978 3.62607 -0.8051
C 2.64272 -2.19403 3.76920 -0.6688
C 1.99821 -2.87006 2.75374 -1.0499
C 1.54991 -2.15347 1.65375 -0.4056
N 1.75769 -0.84114 1.52307 0.2560
H 3.96753 2.97347 2.77777 0.5017
H 4.87511 1.47122 3.01420 0.3909
H 3.53535 1.88321 4.07932 0.4661
H 3.79103 3.21310 0.72772 0.2300
H 4.48190 3.96631 -1.35704 0.2115
H 3.95729 3.14719 -2.77991 0.2913
H 3.43271 -0.29369 4.38748 0.3611
H 2.98257 -2.71516 4.65503 0.4860
H 1.84351 -3.93923 2.80382 0.5323
H 1.02797 -2.63725 0.83752 0.7803
C 0.28370 4.28643 -1.89437 -2.0696
C -0.54141 3.20656 -1.23620 1.1595
C -0.88485 3.28735 0.12534 1.0498
C -0.22300 4.30720 1.02529 -2.7068
C -1.91003 2.46030 0.63826 0.6254
C -2.43316 2.66698 2.04163 -2.1147
C -2.51151 1.49564 -0.18525 1.4724
C -3.70262 0.72210 0.31902 -2.0677
C -2.05493 1.30659 -1.50757 0.7410
C -2.78123 0.32062 -2.39544 -1.8109
C -1.06654 2.16764 -2.03499 1.1136
C -0.66558 2.08292 -3.48809 -2.4462
H 1.27197 3.93947 -2.20564 0.2792
H 0.40805 5.15508 -1.25612 0.5039
H -0.22431 4.62670 -2.79744 0.4932
H -0.82222 5.21790 1.10290 0.4158
H 0.75782 4.59610 0.65435 0.5073
H -0.09572 3.92139 2.03614 0.5333
H -2.10896 1.87163 2.72110 0.2650
H -3.52221 2.66950 2.04373 0.4186
H -2.11637 3.61443 2.46490 0.5294
H -4.61911 1.28863 0.12704 0.4242
H -3.64887 0.55406 1.39125 0.3007
H -3.81508 -0.24187 -0.17047 0.4354
H -2.84917 -0.67598 -1.95352 0.3544
H -2.34226 0.22901 -3.38399 0.4269
H -3.81058 0.65734 -2.54136 0.3994
H -1.40664 2.58558 -4.11639 0.4030
H -0.59492 1.05670 -3.84875 0.4387
H 0.29431 2.55504 -3.67263 0.4625
C 0.26947 -2.77361 -3.94670 -1.6472
C 0.67674 -3.34822 -2.58764 1.2862
C 1.93272 -4.19936 -2.72337 -1.7482
C -0.45926 -4.16446 -1.98046 -1.5424
N 1.05147 -2.26941 -1.61954 -0.2048
N 0.06691 -1.23306 -1.52521 0.1558
H 0.20259 -3.57556 -4.68117 0.4860
H 1.01386 -2.06047 -4.31650 0.3717
H -0.71381 -2.29294 -3.92340 0.3442
H 1.72686 -5.06786 -3.34756 0.4318
H 2.27278 -4.55286 -1.74861 0.3826
H 2.74294 -3.63767 -3.19616 0.4237
H -0.71730 -4.98798 -2.64595 0.4873
H -1.37436 -3.57643 -1.84704 0.2981
H -0.16196 -4.58754 -1.01891 0.3297
H 1.91320 -1.83075 -1.93521 0.2974
H -0.78460 -1.65536 -1.15564 0.0416
H -0.17117 -0.82345 -2.43458 0.0480
C -2.46452 -3.80454 2.91264 -0.9046
N -2.61268 -2.34350 2.77623 -0.0263
C -3.77017 -1.70716 3.43245 -0.8165
C -1.87765 -1.68991 1.93274 0.2475
N -1.20694 -1.11744 1.16948 -0.7042
H -2.46388 -4.05739 3.97045 0.3417
H -1.52625 -4.12412 2.46653 0.2785
H -3.29265 -4.31349 2.42076 0.3451
H -3.81857 -2.06529 4.45788 0.3335
H -4.69289 -1.96712 2.91512 0.3537
H -3.64474 -0.62790 3.44400 0.2460

# 2
89
Properties=species:S:1:pos:R:3:mulliken_charge:R:1 method="wB97M-V/def2-TZVPD" max_force_ev_per_a=5.23 spin_multiplicity=1 relative_energy_kj_mol=1545.7 total_energy_ha=-32782.02023 homo_energy_ev=-8.28 orbital_gap_ev=7.9
C 4.57317 -2.71805 2.29304 -0.1735
C 5.18885 -1.21045 2.67442 -0.3173
S 6.87395 -1.12473 1.86175 -0.2304
C 6.80567 -0.37959 0.14565 -0.8737
C 5.38981 -0.59003 -0.65305 1.2208
C 4.92899 0.87064 -1.23899 -1.1280
C 3.42472 1.35881 -0.69495 0.6631
C 3.49182 2.98922 -0.54592 -0.8892
C 2.04014 3.74736 -0.48642 -0.1660
C 0.78576 2.82106 0.01802 -0.3614
C 0.05504 1.93804 -1.15314 0.0784
C -1.41292 2.49051 -1.63027 -0.5147
C -2.68096 1.96366 -0.73536 -0.0903
Si -3.28787 0.17020 -1.20495 0.3606
C -2.12171 -1.12053 -0.29138 -0.8178
C -3.17716 -0.21671 -3.09148 -1.0503
C -5.07266 -0.18728 -0.46525 0.3833
C -5.77599 0.73857 0.70964 -0.4727
C -7.25571 0.29746 1.27568 -0.4674
C -7.99560 -1.05269 0.64369 0.0074
C -7.31294 -1.99692 -0.53883 -0.3904
C -5.81316 -1.54253 -1.10653 -0.3849
O 5.66476 -1.49471 -1.80922 -0.5117
C 4.63768 -2.54221 -1.92061 -0.3659
C 3.31948 -1.95665 -2.74110 0.2871
O 2.50172 -3.09779 -3.19454 -0.3693
C 1.94174 -2.87301 -4.54023 -0.5186
H 4.35398 -3.35866 3.24751 -0.1230
H 3.65019 -2.59746 1.56708 0.1456
H 5.39530 -3.30383 1.65586 0.1667
H 5.18999 -1.14149 3.84298 0.3755
H 4.40107 -0.43787 2.26488 0.0976
H 7.64565 -0.93713 -0.49389 0.3030
H 7.16913 0.74402 0.21357 0.2938
H 4.53746 -1.10058 -0.03532 -0.1194
H 5.67632 1.74696 -1.01862 0.3620
H 4.84511 0.78056 -2.42601 0.2390
H 3.13506 0.80529 0.29945 0.0929
H 2.67548 1.01160 -1.54966 -0.3423
H 4.03930 3.40143 -1.52333 0.2404
H 4.17070 3.31633 0.36451 0.2636
H 1.80179 4.26599 -1.51644 0.2130
H 2.15668 4.62678 0.31027 0.0354
H -0.04150 3.51417 0.52736 0.0131
H 1.13074 2.06700 0.86167 0.2679
H -0.01026 0.83145 -0.75878 -0.2859
H 0.74803 1.92296 -2.11929 0.2962
H -1.41921 3.67832 -1.62639 0.2802
H -1.55021 2.18909 -2.77657 0.1454
H -3.54118 2.77959 -0.85992 0.3175
H -2.34544 1.89805 0.38915 -0.0732
H -1.02076 -1.09824 -0.68666 0.2062
H -2.21485 -0.86413 0.86759 0.1556
H -2.64515 -2.18184 -0.42482 0.3255
H -2.80046 0.68910 -3.74478 0.2876
H -4.17085 -0.63248 -3.56928 0.3152
H -2.35070 -1.06887 -3.21667 0.2575
H -5.16389 1.68080 1.08906 0.4873
H -7.72771 0.95426 2.14475 0.2545
H -9.06433 -1.33836 1.09099 0.1301
H -7.80925 -2.97650 -0.97732 0.2251
H -5.27316 -2.18682 -1.95402 0.1556
H 5.09567 -3.38171 -2.63390 0.2899
H 4.36950 -3.08581 -0.91977 0.0986
H 3.77280 -1.38022 -3.68120 0.2641
H 2.69801 -1.20558 -2.07738 -0.1872
H 2.42716 -3.60339 -5.34473 0.2198
H 2.00718 -1.75587 -4.91252 0.2515
H 0.77894 -3.13933 -4.54758 0.2129
C 4.45260 -6.76120 4.60025 -0.3265
Br 5.81954 -7.56487 5.72709 -0.0155
Br 3.53221 -5.30570 5.50497 -0.0542
Br 5.16815 -6.20591 2.87859 0.0053
H 3.70584 -7.53686 4.40096 0.3713
C 1.54727 8.02585 -0.32575 -0.3369
Br 0.77619 8.28955 -2.09212 -0.0082
Br 0.37259 6.99224 0.83005 -0.0044
Br 3.33032 7.25388 -0.42213 -0.0175
H 1.65197 9.01664 0.12857 0.3511
C -11.67193 -2.79055 2.65508 -0.3459
Br -10.08379 -2.98713 1.54904 0.0085
Br -11.53051 -1.27104 3.86141 -0.0133
Br -13.29479 -2.71651 1.58490 -0.0020
H -11.74063 -3.68825 3.27832 0.3390
C -3.37561 2.40262 3.86820 -0.3929
Br -2.95382 3.97844 2.80848 -0.0470
Br -4.22631 1.01776 2.79929 0.0822
Br -1.81621 1.72938 4.81660 -0.0415
H -4.10201 2.71246 4.62673 0.3862

# 3
97
Properties=species:S:1:pos:R:3:mulliken_charge:R:1 method="wB97M-V/def2-TZVPD" max_force_ev_per_a=8.58 spin_multiplicity=1 total_energy_ha=-5703.66952 homo_energy_ev=-8.64 orbital_gap_ev=7.1
C -2.72891 4.91296 1.93336 -1.0338
C -2.66342 5.10176 0.29707 0.4384
C -1.88365 6.55164 0.02044 -0.7468
C -1.77525 3.95241 -0.46381 -0.1777
C -2.61629 2.56357 -0.72514 0.2326
C -3.84069 2.45000 -1.85272 -0.2895
C -4.60411 0.98234 -2.08241 -0.1332
Br -6.03939 0.94382 -3.52537 -0.2273
C -4.23183 -0.38366 -1.24491 -0.5556
C -3.02790 -0.27776 -0.13442 0.3156
C -2.25527 1.18796 0.09580 0.1721
C -1.02339 1.13583 1.22600 -0.0482
O -0.80649 2.10666 2.13111 -0.5166
C -0.09255 -0.25182 1.14877 0.3228
C 1.53781 -0.14557 1.28329 -0.5754
C 2.37410 -1.58659 1.13881 0.2237
C 4.03210 -1.43678 1.22684 -0.3754
C 4.58004 -1.29143 -0.31392 -0.3435
C 3.86357 -0.11000 -1.19639 -0.2726
O 4.32903 -0.20385 -2.62044 -0.5448
C 1.62506 -3.04177 0.88558 0.3096
P 2.65516 -4.66850 0.68214 0.1664
S 1.76032 -5.77493 -0.69570 -0.4215
C -0.01552 -3.13116 0.76468 -0.6329
C -0.85501 -1.71875 0.89427 0.2417
C -2.51726 -1.60329 0.74895 0.1025
O -3.35749 -2.47491 1.32854 -0.5124
H -2.91745 6.00541 2.37528 0.3395
H -3.62693 4.25257 2.30608 0.2989
H -1.69718 4.55466 2.35939 0.1570
H -3.77173 5.13441 -0.08161 0.3101
H -2.68687 7.38317 -0.19586 0.2744
H -1.26116 6.75257 1.01565 0.0848
H -1.07767 6.44895 -0.85188 0.2258
H -1.42800 4.34588 -1.53518 -0.0314
H -0.77635 3.80672 0.14895 0.2994
H -4.15057 3.39434 -2.50706 0.3611
H -4.75758 -1.41787 -1.43421 0.3365
H 2.13077 0.86510 1.43847 0.3114
H 4.43400 -2.44218 1.72873 0.1784
H 4.35276 -0.47900 1.83428 0.1793
H 4.52804 -2.27851 -0.94648 0.1168
H 5.73078 -0.98711 -0.22615 0.2777
H 2.68444 -0.19127 -1.25975 0.2036
H 4.19336 0.97421 -0.82270 0.1894
H 3.56647 -0.71076 -3.07214 0.3332
H 2.81907 -5.35240 1.94088 0.1572
H 3.91782 -4.26376 0.06786 0.0607
H -0.61450 -4.13790 0.59201 0.2767
N 3.44473 -9.97780 -2.51628 -0.3827
C 2.42247 -10.69359 -2.01403 0.7648
N 1.44163 -9.95617 -1.46286 -0.4076
O 2.38777 -11.91325 -2.05497 -0.6758
H 3.49122 -8.97311 -2.49196 0.1565
H 4.20411 -10.49435 -2.94038 0.2139
H 0.65327 -10.45608 -1.07298 0.2456
H 1.45229 -8.95109 -1.41962 0.1406
N 0.99881 -10.85999 3.35130 -0.3983
C 1.55642 -10.64176 2.14670 0.6251
N 1.20043 -11.52623 1.19769 -0.3732
O 2.32329 -9.71637 1.93220 -0.6553
H 0.36518 -11.61647 3.54726 0.1564
H 1.24039 -10.21696 4.09393 0.2297
H 1.59786 -11.39797 0.27626 0.2152
H 0.57046 -12.29470 1.35511 0.1431
N 0.74269 9.23324 2.89371 -0.3884
C 1.00161 7.91326 2.87840 0.6385
N 2.30423 7.59798 2.99423 -0.4012
O 0.12567 7.07002 2.76821 -0.6535
H 1.45043 9.94259 2.98361 0.1615
H -0.22558 9.51364 2.80904 0.2241
H 2.54249 6.61481 2.98719 0.2247
H 3.03994 8.27806 3.08585 0.1569
N -9.67344 2.17706 -2.33820 -0.3245
C -10.41695 3.20352 -2.78896 0.6445
N -10.37739 3.37902 -4.12211 -0.3713
O -11.07408 3.91780 -2.04840 -0.6511
H -9.12575 1.57782 -2.93242 0.1319
H -9.67535 2.01027 -1.34044 0.1959
H -10.92322 4.14103 -4.50270 0.2143
H -9.84223 2.80134 -4.74826 0.1627
N 7.40638 0.76976 4.97359 -0.4361
C 6.57983 0.12726 4.12883 0.6579
N 6.55402 -1.20912 4.28071 -0.3208
O 5.90788 0.70959 3.29227 -0.6322
H 7.96761 0.30766 5.66902 0.1528
H 7.45564 1.77693 4.89276 0.2246
H 5.94467 -1.73097 3.66444 0.1978
H 7.10006 -1.70667 4.96370 0.1711
N -1.35099 6.66287 -5.35999 -0.4319
C -0.94210 5.67822 -4.53969 0.5870
N -0.04700 4.83379 -5.08317 -0.3760
O -1.35027 5.56044 -3.39515 -0.5747
H -1.02635 6.77625 -6.30545 0.1538
H -2.02479 7.32049 -4.99001 0.2261
H 0.28673 4.07808 -4.49925 0.2099
H 0.30094 4.91438 -6.02371 0.1688